No. 1
21
Properties=species:S:1:pos:R:3:forces:R:3 method="wB97M-V/def2-TZVPD" total_charge=0 relative_energy_kcal_mol=46.3 molar_mass_g_mol=119.16 lumo_energy_ev=0.776 orbital_gap_ev=9.96 smiles="C=C(C)C(O)O.CN" spin_multiplicity=1 homo_ev=-9.186
C 1.7773 0.1620 1.3211 -0.05 0.46 -0.28
C 0.7689 -0.5267 0.8101 -1.35 -1.12 1.52
C 0.9478 -1.5831 -0.2374 -0.14 0.01 -0.30
C -0.6704 -0.5689 1.5757 2.09 0.92 -0.81
O -0.8524 -1.8170 2.1668 -0.09 -0.26 -0.15
O -1.7008 -0.2946 0.7177 -0.19 1.02 -1.27
H 1.6306 0.8863 2.1080 -0.07 -0.03 0.29
H 2.7870 0.0662 0.9458 0.08 0.04 -0.16
H 0.0139 -1.7567 -0.7731 -0.07 0.02 -0.05
H 1.7069 -1.3109 -0.9716 0.07 -0.01 0.06
H 1.2335 -2.5372 0.2120 0.00 0.08 0.06
H -0.5926 0.1575 2.4007 -0.05 -0.10 -0.02
H -1.3155 -2.3614 1.5145 0.03 0.09 0.08
H -1.4236 0.5038 0.0439 -0.34 -1.45 1.29
C -0.6639 1.3843 -2.2405 -0.01 -0.10 -0.22
N -0.7390 1.6225 -0.8025 0.88 -0.03 0.37
H -0.1405 0.4406 -2.4054 -0.11 0.05 -0.05
H -1.6794 1.2921 -2.6446 0.27 0.02 0.04
H -0.1284 2.1690 -2.7858 -0.09 -0.06 0.02
H -1.1604 2.5185 -0.6016 0.14 0.12 0.11
H 0.2011 1.5537 -0.3537 -1.01 0.34 -0.52

***

No. 2
21
Properties=species:S:1:pos:R:3:forces:R:3 method="wB97M-V/def2-TZVPD" total_charge=0 relative_energy_kcal_mol=131.2 molar_mass_g_mol=119.16 lumo_energy_ev=-2.682 orbital_gap_ev=4.67 spin_multiplicity=1 homo_ev=-7.349
C 0.2862 -1.5427 -0.9170 0.36 -0.48 0.42
N -0.8379 -0.5799 -0.7439 -0.43 0.23 -0.23
C -0.3957 0.7122 -0.6093 -0.66 0.10 0.46
C 0.3099 1.1012 0.5902 1.34 2.04 -2.04
C -0.7913 2.9668 -1.4934 0.40 0.14 1.19
C -0.8680 1.6440 -1.5869 0.35 0.12 -0.69
H -0.0337 -2.4855 -0.5162 -0.36 -0.40 -0.05
H 1.2015 -1.3485 -0.3660 0.05 0.52 0.50
H 0.5476 -1.6377 -1.9420 -0.13 -0.06 -1.06
H -1.3108 -0.7885 0.1459 0.65 -0.55 0.26
H 1.2889 0.6013 0.6136 0.07 -0.90 0.40
H 0.5653 2.1769 0.5628 -0.44 -0.49 0.49
H -0.3631 3.4619 -0.6435 0.31 0.10 0.27
H -1.2251 3.6203 -2.1990 -0.46 0.42 -0.88
H -1.4050 1.2781 -2.4295 -0.20 -0.76 -0.45
H 2.8531 -1.2054 2.0829 -0.40 -0.19 0.09
H -0.2610 0.7602 1.3964 -0.55 -0.63 1.72
O 2.0583 -1.4868 1.6144 -0.26 0.40 -0.56
H 0.5353 -1.7111 1.8279 -0.47 0.42 0.39
H -0.6957 -2.0367 2.7701 -0.16 -0.23 0.52
O -0.5194 -1.6793 1.9089 0.97 0.20 -0.78

***

No. 3
21
Properties=species:S:1:pos:R:3:forces:R:3 method="wB97M-V/def2-TZVPD" total_charge=0 relative_energy_kcal_mol=53.2 molar_mass_g_mol=119.16 lumo_energy_ev=0.615 orbital_gap_ev=10.36 smiles="CCC(=O)O.CCN" spin_multiplicity=1 homo_ev=-9.744
C 0.9540 -1.1457 -0.6956 0.84 -1.38 0.81
C 1.2902 0.3372 -0.7008 -0.79 1.80 -3.31
C 2.2933 0.4003 -1.9027 0.95 -0.48 2.00
O 3.2435 -0.3346 -1.8029 -0.01 0.60 -1.01
O 2.2242 1.3507 -2.8448 -0.89 -0.14 -0.49
H 0.6228 -1.5683 -1.6488 -0.05 0.79 -0.35
H 0.1874 -1.4820 -0.0174 0.39 0.22 0.32
H 1.9031 -1.7168 -0.5346 -0.85 0.51 0.27
H 0.4200 1.0725 -0.8931 0.95 -1.39 0.33
H 1.9247 0.8561 0.0219 -0.34 -0.87 0.80
H 1.2815 1.5583 -2.9748 0.44 0.29 0.11
C -1.4565 -1.0513 1.2640 -0.75 0.77 3.02
C -1.1930 0.4216 1.6733 -1.08 -1.71 -0.14
N -2.2426 1.1190 0.9094 0.92 1.41 0.39
H -1.7500 -0.9895 0.2114 0.93 -0.98 0.13
H -2.3512 -1.3481 1.8164 -0.46 0.01 -0.19
H -0.7100 -1.6589 1.8284 -0.07 -0.18 -1.68
H -1.1077 0.5231 2.7860 -0.66 0.16 -0.69
H -0.1981 0.6055 1.3239 0.35 0.91 -0.56
H -2.1432 2.1247 0.9823 0.00 0.08 -0.06
H -3.1924 0.9262 1.1986 0.16 -0.41 0.32

***

No. 4
21
Properties=species:S:1:pos:R:3:forces:R:3 method="wB97M-V/def2-TZVPD" total_charge=0 relative_energy_kcal_mol=143.1 molar_mass_g_mol=119.16 lumo_energy_ev=-2.891 orbital_gap_ev=4.32 spin_multiplicity=1 homo_ev=-7.207
N 0.8796 1.3670 0.8275 -3.29 -1.74 -3.95
C -0.0421 0.3967 0.1711 2.99 -0.41 0.65
C 0.5548 -0.7954 -0.5590 -2.99 0.72 -0.29
C -3.9482 0.0061 -0.1987 2.58 2.12 -0.84
C -2.5345 -0.3731 -0.1792 4.05 1.04 -0.25
C -1.4254 0.4570 0.2784 -5.54 0.87 1.15
H 1.1653 1.0147 1.7135 0.45 -0.23 0.94
H 1.6444 1.3761 0.1299 0.93 -0.34 0.78
H 1.2782 -1.2251 0.0822 1.10 -0.51 0.58
H 1.0190 -0.5529 -1.5095 0.46 0.28 -0.01
H -4.0249 1.0055 0.1185 -0.45 1.22 1.23
H -4.0215 0.1689 -1.2491 -0.39 -0.08 -1.51
H -4.7783 -0.5419 0.0267 -1.61 -2.13 1.10
H -2.2707 -1.1425 -0.8966 0.03 -0.71 0.53
H -1.9035 1.3448 0.8018 1.23 -0.89 -0.30
H 4.3304 -0.8636 1.7142 0.76 0.16 0.09
H 3.5138 -0.2219 0.4190 0.65 0.21 -1.04
O 3.5040 -0.7817 1.2667 -1.49 -0.85 1.56
H 4.0846 0.5495 -1.3651 -0.18 0.02 0.18
H -0.3336 -1.4810 -0.7366 1.43 0.50 0.04
O 3.3085 0.2930 -0.8558 -0.71 0.74 -0.63